{
  "formula": "CHF2O3S",
  "method": "ωB97M-V with the def2-TZVPD basis set",
  "max_force_ev_per_a": 1.4,
  "e_tot_ev": -23464.5787,
  "homo_ev": [-3.31, -4.93],
  "total_charge": -1,
  "elements": ["C", "O", "O", "O", "F", "F", "S", "H"],
  "coordinates": [[-1.677, 0.262, -0.044], [2.839, 0.752, 0.024], [2.322, -1.634, -0.389], [0.602, -0.168, 0.684], [-2.144, 1.457, 0.411], [-1.679, 0.314, -1.402], [2.035, -0.424, 0.402], [-2.299, -0.557, 0.314]],
  "nbo_charge": [0.62, -0.99, -0.99, -0.99, -0.38, -0.37, 2.01, 0.08]
}